No. 1
{
  "formula": "C14H49NO10",
  "method": "ωB97M-V with the def2-TZVPD basis set",
  "species": ["C", "O", "C", "C", "C", "N", "H", "H", "H", "H", "H", "H", "H", "H", "H", "H", "H", "C", "C", "O", "H", "H", "H", "H", "H", "H", "C", "C", "O", "H", "H", "H", "H", "H", "H", "C", "C", "O", "H", "H", "H", "H", "H", "H", "C", "C", "O", "H", "H", "H", "H", "H", "H", "C", "C", "O", "H", "H", "H", "H", "H", "H", "O", "H", "H", "O", "H", "H", "O", "H", "H", "O", "H", "H"],
  "positions_angstrom": [[-23.0575, -0.3277, 9.0895], [-21.7671, -0.8674, 9.2789], [-20.9807, -0.0108, 10.0597], [-19.5023, -0.3967, 10.0486], [-19.2980, -1.7809, 10.6857], [-18.6900, 0.5913, 10.7583], [-23.0243, 0.6817, 8.6611], [-23.5179, -0.2108, 10.0802], [-23.6494, -0.9645, 8.4423], [-20.9690, 1.0174, 9.6602], [-21.3944, 0.0042, 11.0763], [-19.2128, -0.4023, 8.9933], [-19.8890, -1.8453, 11.6048], [-18.2727, -2.0063, 10.9804], [-19.6538, -2.6147, 10.0789], [-18.9018, 0.5871, 11.7520], [-18.9391, 1.5000, 10.3750], [-18.4402, -1.5938, 14.7285], [-18.5196, -0.1741, 14.2063], [-19.8025, 0.1582, 13.6709], [-17.5057, -1.7539, 15.2636], [-18.4827, -2.2594, 13.8658], [-19.2495, -1.8636, 15.4084], [-17.7983, -0.0277, 13.4003], [-18.2664, 0.5673, 14.9736], [-20.4448, 0.2115, 14.3832], [-13.5187, -6.3863, 9.9243], [-13.6336, -6.0537, 11.4045], [-12.4141, -5.5356, 11.9286], [-13.1738, -5.5150, 9.3595], [-14.5227, -6.5958, 9.5360], [-12.8573, -7.2228, 9.7094], [-13.8291, -6.9875, 11.9427], [-14.4514, -5.3447, 11.5579], [-12.4856, -4.5700, 11.9743], [-16.9668, -6.1032, 14.8874], [-16.4026, -6.3616, 13.4810], [-16.8891, -5.4118, 12.5319], [-16.6745, -6.9111, 15.5550], [-18.0391, -5.9182, 14.8199], [-16.5556, -5.1481, 15.2217], [-16.6641, -7.3672, 13.1564], [-15.3138, -6.2150, 13.4872], [-16.5760, -4.5256, 12.7868], [-16.4870, -3.8914, 9.4750], [-17.2532, -3.4197, 8.2506], [-18.3752, -4.3153, 8.0958], [-17.0268, -3.9621, 10.4159], [-15.6280, -3.2427, 9.7108], [-15.9819, -4.8411, 9.2712], [-16.6688, -3.5069, 7.3349], [-17.6209, -2.4109, 8.4202], [-18.0298, -5.2091, 8.0332], [-13.3399, -1.2240, 16.3206], [-14.8139, -1.2332, 15.9335], [-15.5100, -0.2110, 16.6386], [-12.8164, -0.3663, 15.8868], [-12.8096, -2.1304, 16.0213], [-13.2119, -1.1113, 17.3972], [-15.2263, -2.2006, 16.2252], [-14.9764, -1.1273, 14.8586], [-15.4580, 0.6119, 16.1472], [-13.2671, -0.3858, 11.3648], [-14.0747, -0.5433, 10.8359], [-13.1056, 0.5604, 11.3046], [-15.9706, -0.3549, 10.4240], [-15.9093, -0.1732, 9.4785], [-16.8539, 0.0113, 10.6835], [-15.6032, -2.8739, 12.5477], [-15.7872, -2.2402, 11.8363], [-14.7186, -2.6417, 12.8738], [-12.6424, -2.7808, 12.6462], [-12.9454, -1.9441, 12.2385], [-11.8755, -2.5465, 13.1814]],
  "lowdin_charge": [-0.1081, -0.1676, -0.2360, -0.3988, -0.0385, 0.0423, 0.0850, 0.0889, 0.0878, 0.1220, 0.1295, 0.1389, 0.0796, 0.0563, 0.0853, 0.0496, 0.0922, -0.0626, -0.3053, -0.1006, 0.0554, 0.0681, 0.0804, 0.0971, 0.1114, 0.0898, -0.0911, -0.3218, -0.0910, 0.0728, 0.0597, 0.0692, 0.1066, 0.0871, 0.0297, -0.0795, -0.3099, -0.1174, 0.0704, 0.0723, 0.0602, 0.1115, 0.0920, 0.0307, -0.0908, -0.2802, -0.0921, 0.0552, 0.0684, 0.0611, 0.1087, 0.0879, 0.0751, -0.0880, -0.3246, -0.0826, 0.0703, 0.0683, 0.0742, 0.1080, 0.0974, 0.0806, -0.0570, 0.0186, 0.0587, -0.0848, 0.0583, 0.0152, -0.0500, 0.0166, 0.0192, -0.0591, 0.0062, 0.0676],
  "total_charge": 0,
  "smiles": "COC[C@H](C)N.CCO.CCO.CCO.CCO.CCO.O.O.O.O",
  "orbital_gap_ev": 9.5,
  "largest_force_ev_per_a": 1.82,
  "lumo_ev": 0.137,
  "relative_energy_kcal_mol": 0.0,
  "homo_energy_ha": -0.344,
  "multiplicity": 1
}

No. 2
{
  "formula": "C38H51N3O2S",
  "method": "ωB97M-V with the def2-TZVPD basis set",
  "species": ["C", "S", "C", "C", "C", "O", "H", "H", "H", "H", "H", "H", "H", "H", "C", "O", "C", "C", "C", "C", "C", "N", "C", "C", "C", "C", "C", "C", "C", "C", "C", "C", "C", "C", "N", "N", "C", "C", "C", "C", "C", "C", "C", "C", "C", "C", "C", "C", "C", "C", "C", "C", "H", "H", "H", "H", "H", "H", "H", "H", "H", "H", "H", "H", "H", "H", "H", "H", "H", "H", "H", "H", "H", "H", "H", "H", "H", "H", "H", "H", "H", "H", "H", "H", "H", "H", "H", "H", "H", "H", "H", "H", "H", "H", "H"],
  "positions_angstrom": [[-7.5129, 0.4750, -1.3753], [-5.9091, -0.1923, -1.8362], [-5.1558, 1.3438, -2.3519], [-3.6331, 1.1638, -2.3738], [-2.9337, 2.4878, -2.4636], [-3.1189, 0.0687, -2.5484], [-7.8909, -0.1705, -0.5792], [-7.4264, 1.5007, -1.0075], [-8.1877, 0.4263, -2.2343], [-5.4918, 1.5500, -3.3844], [-5.4413, 2.1700, -1.6904], [-3.2478, 3.1250, -1.6298], [-1.8544, 2.3399, -2.4538], [-3.2224, 3.0046, -3.3941], [-1.3889, -5.4623, -4.3187], [-0.4755, -4.3558, -4.4953], [-0.4356, -3.3856, -3.5442], [-1.3107, -3.3491, -2.4356], [-1.1352, -2.3884, -1.4578], [-0.0661, -1.4626, -1.5095], [0.1550, -0.5714, -0.3966], [1.4263, -0.2863, 0.0760], [2.6957, -0.7995, -0.3658], [3.6795, 0.1062, -0.7851], [3.4903, 1.6236, -0.7403], [3.3432, 2.1988, -2.1447], [4.6057, 2.3053, 0.0489], [4.8650, -0.4029, -1.3194], [5.0829, -1.7769, -1.3925], [4.1361, -2.6619, -0.8807], [2.9450, -2.1876, -0.3336], [2.0185, -3.1606, 0.4010], [2.5209, -3.4211, 1.8207], [1.8261, -4.4654, -0.3662], [1.3769, 0.6137, 1.0870], [0.0591, 0.8178, 1.3132], [-0.3285, 1.6707, 2.4205], [-0.3371, 3.0628, 2.2493], [0.0223, 3.6592, 0.8942], [0.7538, 4.9976, 1.0044], [-1.2248, 3.7602, 0.0347], [-0.7312, 3.8751, 3.3126], [-1.0457, 3.3140, 4.5496], [-0.9387, 1.9374, 4.7374], [-0.5539, 1.1061, 3.6862], [-0.3498, -0.3858, 3.9534], [-1.6563, -1.0679, 4.3457], [0.7346, -0.6112, 5.0074], [-0.7548, 0.1555, 0.3624], [-2.1126, 0.3710, 0.1705], [0.7622, -1.4666, -2.6710], [0.5752, -2.3935, -3.6679], [-1.2583, -6.0568, -5.2217], [-1.1217, -6.0543, -3.4327], [-2.4285, -5.1187, -4.2387], [-2.1209, -4.0756, -2.3399], [-1.8186, -2.3367, -0.6094], [2.5640, 1.8157, -0.1922], [2.5209, 1.7027, -2.6754], [3.1227, 3.2719, -2.0985], [4.2669, 2.0501, -2.7203], [4.6493, 1.8942, 1.0633], [5.5789, 2.1548, -0.4330], [4.4110, 3.3808, 0.1248], [5.6176, 0.2992, -1.6848], [6.0032, -2.1602, -1.8318], [4.3292, -3.7361, -0.8897], [1.0394, -2.6766, 0.4710], [2.6060, -2.4805, 2.3788], [1.8299, -4.0820, 2.3573], [3.5115, -3.8942, 1.7885], [1.5452, -4.2696, -1.4065], [2.7442, -5.0656, -0.3513], [1.0233, -5.0545, 0.0938], [0.7078, 2.9408, 0.4204], [1.6020, 4.9117, 1.6937], [1.1410, 5.2965, 0.0233], [0.0837, 5.7877, 1.3657], [-1.7036, 2.7764, -0.0484], [-1.9542, 4.4473, 0.4887], [-0.9901, 4.1180, -0.9751], [-0.7886, 4.9554, 3.1691], [-1.3591, 3.9532, 5.3746], [-1.1421, 1.4923, 5.7152], [-0.0055, -0.8244, 3.0101], [-2.4024, -0.9411, 3.5527], [-1.4927, -2.1402, 4.5007], [-2.0559, -0.6372, 5.2723], [1.6750, -0.1438, 4.6929], [0.4379, -0.1750, 5.9697], [0.9128, -1.6829, 5.1494], [-2.6022, 1.0898, 0.8204], [-2.6299, -0.4220, -0.3479], [1.5425, -0.7087, -2.7707], [1.2060, -2.4073, -4.5559]],
  "lowdin_charge": [-0.4250, 0.8305, -0.4506, -0.5183, -0.0346, 0.0240, 0.0263, 0.0326, 0.0296, 0.1001, 0.0823, 0.0759, 0.0822, 0.1004, -0.0629, -0.0937, -0.2706, -0.0116, -0.0201, -0.1605, -0.1175, 0.0216, -0.0882, -0.1252, -0.3907, -0.0557, -0.0592, -0.0298, -0.0529, -0.0242, -0.1202, -0.3714, -0.0517, -0.0618, 0.1451, -0.0234, -0.0818, -0.1237, -0.3699, -0.0705, -0.0704, -0.0286, -0.0582, -0.0346, -0.1209, -0.3799, -0.0619, -0.0651, -0.2344, -0.0048, -0.0123, 0.0018, 0.0893, 0.0959, 0.0905, 0.1068, 0.1203, 0.0879, 0.0763, 0.0788, 0.0804, 0.0877, 0.0733, 0.0792, 0.1139, 0.1066, 0.1136, 0.1136, 0.0782, 0.0821, 0.0845, 0.0764, 0.0739, 0.0861, 0.1143, 0.0863, 0.0783, 0.0726, 0.0341, 0.0959, 0.0832, 0.1103, 0.1055, 0.1138, 0.1187, 0.0817, 0.0795, 0.0768, 0.0845, 0.0753, 0.0777, 0.0487, 0.0198, 0.1125, 0.1196],
  "total_charge": 0,
  "orbital_gap_ev": 6.4,
  "largest_force_ev_per_a": 2.95,
  "lumo_ev": 0.619,
  "relative_energy_kcal_mol": 0.1,
  "homo_energy_ha": -0.213,
  "multiplicity": 1
}

No. 3
{
  "formula": "C18H25N5O5S2",
  "method": "ωB97M-V with the def2-TZVPD basis set",
  "species": ["C", "C", "N", "C", "C", "S", "O", "O", "C", "C", "C", "C", "C", "O", "N", "C", "C", "N", "N", "C", "S", "C", "C", "O", "O", "C", "N", "C", "C", "C", "H", "H", "H", "H", "H", "H", "H", "H", "H", "H", "H", "H", "H", "H", "H", "H", "H", "H", "H", "H", "H", "H", "H", "H", "H"],
  "positions_angstrom": [[-7.3674, -2.0673, 0.8858], [-6.2163, -1.3056, 1.5372], [-5.0912, -1.1023, 0.6499], [-4.2282, -2.2227, 0.3424], [-2.9346, -2.1601, 1.1511], [-5.2908, -0.0038, -0.5866], [-5.3960, -0.6553, -1.8641], [-6.3189, 0.9156, -0.2001], [-3.7034, 0.8272, -0.5137], [-3.4277, 1.6283, 0.5782], [-2.1939, 2.2449, 0.6670], [-1.2356, 2.0489, -0.3265], [0.0727, 2.7513, -0.1652], [0.1894, 3.7698, 0.4887], [1.1181, 2.1888, -0.8229], [2.4569, 2.6908, -0.6347], [3.3637, 1.5861, -0.2287], [3.0962, 0.3163, -0.3434], [4.1524, -0.3813, 0.1065], [5.0548, 0.4799, 0.4884], [6.6182, 0.0856, 1.1247], [6.4317, -1.7141, 1.1407], [5.9842, -2.2814, -0.1944], [5.3822, -3.3130, -0.2904], [6.4067, -1.5457, -1.2201], [5.9840, -1.9786, -2.5060], [4.6135, 1.7596, 0.3020], [5.2925, 2.9881, 0.5961], [-1.5363, 1.2535, -1.4293], [-2.7758, 0.6432, -1.5205], [-7.0564, -3.0641, 0.5808], [-8.1961, -2.1589, 1.5832], [-7.7010, -1.5230, 0.0058], [-5.8546, -1.8266, 2.4282], [-6.5599, -0.3101, 1.8228], [-4.7462, -3.1643, 0.5455], [-4.0079, -2.1844, -0.7270], [-3.1543, -2.1859, 2.2154], [-2.3013, -3.0082, 0.9043], [-2.3936, -1.2427, 0.9339], [-4.1864, 1.7628, 1.3320], [-1.9474, 2.8879, 1.4984], [1.0610, 1.2394, -1.1588], [2.8253, 3.1487, -1.5649], [2.4122, 3.4712, 0.1347], [7.4138, -2.1139, 1.3981], [5.7077, -1.9968, 1.9044], [6.2602, -3.0227, -2.6636], [6.4844, -1.3340, -3.2241], [4.8997, -1.8810, -2.5864], [5.5005, 3.5362, -0.3248], [6.2310, 2.7577, 1.0977], [4.6751, 3.6091, 1.2473], [-0.8224, 1.1277, -2.2292], [-3.0444, 0.0296, -2.3661]],
  "lowdin_charge": [-0.0715, -0.2550, -0.2655, -0.2539, -0.0629, 0.6676, -0.2881, -0.2742, -0.2689, -0.0385, 0.0085, -0.1186, -0.4408, 0.0709, 0.0752, -0.0991, -0.2859, 0.0788, 0.0428, -0.6148, 0.9971, -0.3421, -0.6148, 0.1163, -0.0951, -0.0383, -0.0555, -0.0163, -0.0066, -0.0424, 0.0691, 0.0757, 0.0717, 0.1231, 0.1084, 0.1189, 0.1080, 0.0732, 0.0757, 0.0625, 0.1206, 0.1226, 0.1180, 0.1372, 0.1240, 0.0942, 0.0954, 0.0958, 0.0930, 0.1001, 0.1034, 0.0684, 0.1019, 0.1154, 0.1155],
  "total_charge": 0,
  "smiles": "CCN(CC)S(=O)(=O)c1ccc(C(=O)NCc2nnc(SCC(=O)OC)n2C)cc1",
  "orbital_gap_ev": 9.0,
  "largest_force_ev_per_a": 1.28,
  "lumo_ev": 0.176,
  "relative_energy_kcal_mol": 13.0,
  "homo_energy_ha": -0.323,
  "multiplicity": 1
}

No. 4
{
  "formula": "C20H43BrClO10PS",
  "method": "ωB97M-V with the def2-TZVPD basis set",
  "species": ["S", "P", "Cl", "Br", "H", "H", "H", "C", "C", "O", "C", "C", "O", "H", "H", "H", "H", "H", "H", "H", "H", "C", "C", "O", "C", "C", "O", "H", "H", "H", "H", "H", "H", "H", "H", "C", "C", "O", "C", "C", "O", "H", "H", "H", "H", "H", "H", "H", "H", "C", "C", "O", "C", "C", "O", "H", "H", "H", "H", "H", "H", "H", "H", "C", "C", "O", "C", "C", "O", "H", "H", "H", "H", "H", "H", "H", "H"],
  "positions_angstrom": [[-6.1790, 1.1523, -0.1636], [-4.8329, 1.6790, 1.3190], [-4.9498, 3.7617, 0.6909], [-4.6081, -0.5180, 2.1743], [-5.7915, -0.1324, -0.2032], [-5.3589, 2.0641, 2.5431], [-3.4521, 1.7050, 1.1742], [-0.5714, 2.3337, -2.5024], [-0.0642, 3.0292, -1.2623], [-0.8773, 2.7454, -0.1043], [-0.7279, 1.6459, 0.6356], [0.2091, 0.5485, 0.2007], [-1.4127, 1.5310, 1.6286], [-0.5220, 1.2489, -2.4059], [0.0363, 2.6139, -3.3610], [-1.6089, 2.6142, -2.6895], [0.9784, 2.7899, -1.0533], [-0.1318, 4.1100, -1.3676], [-0.3769, -0.1838, -0.3561], [0.5955, 0.0640, 1.0936], [1.0336, 0.8769, -0.4236], [-0.2670, 2.8697, -8.8166], [1.1551, 2.8079, -8.3020], [1.2143, 2.6988, -6.8720], [1.0871, 1.5194, -6.2259], [0.6786, 0.2896, -6.9911], [1.2568, 1.5128, -5.0334], [-0.8101, 1.9489, -8.6061], [-0.2639, 3.0204, -9.8968], [-0.7994, 3.6995, -8.3515], [1.7207, 2.0012, -8.7690], [1.6805, 3.7373, -8.5159], [-0.4041, 0.1840, -6.9264], [1.1271, -0.5775, -6.5137], [0.9461, 0.2918, -8.0411], [-1.9489, 1.6568, 4.8978], [-0.5702, 1.4708, 5.4863], [-0.5923, 1.2919, 6.9142], [-0.8337, 0.1028, 7.4929], [-1.2961, -1.0661, 6.6554], [-0.7128, 0.0134, 8.6877], [-2.5704, 0.7723, 5.0409], [-1.8586, 1.8320, 3.8263], [-2.4501, 2.5041, 5.3671], [-0.0354, 0.6456, 5.0143], [0.0326, 2.3661, 5.3451], [-2.3857, -1.0924, 6.6920], [-0.9193, -1.9756, 7.1164], [-0.9893, -1.0316, 5.6149], [1.4512, -5.1280, -7.8519], [0.2028, -4.4441, -7.3385], [0.1133, -3.0800, -7.7770], [-0.3900, -2.7259, -8.9783], [-0.7161, -3.7864, -10.0013], [-0.5190, -1.5545, -9.2142], [1.4531, -5.2007, -8.9395], [1.5168, -6.1369, -7.4435], [2.3373, -4.5721, -7.5461], [-0.7033, -4.9893, -7.6039], [0.2271, -4.3708, -6.2526], [0.1481, -3.8949, -10.6577], [-1.5505, -3.4264, -10.5973], [-0.9606, -4.7597, -9.5876], [1.9963, 0.4510, 10.3430], [2.3027, -0.8819, 9.7009], [3.6909, -1.0243, 9.3528], [4.6290, -1.4231, 10.2334], [4.2767, -1.5541, 11.6980], [5.7448, -1.6234, 9.8349], [2.5212, 0.5705, 11.2920], [0.9250, 0.5329, 10.5162], [2.2991, 1.2643, 9.6833], [1.9794, -1.7194, 10.3204], [1.7794, -0.9685, 8.7517], [4.5453, -0.6194, 12.1912], [4.8909, -2.3473, 12.1160], [3.2301, -1.7607, 11.8988]],
  "lowdin_charge": [0.3818, -0.1240, 0.0224, 0.0820, -0.2113, -0.0578, -0.0893, -0.0585, -0.2121, 0.0085, -0.5166, 0.0247, 0.0261, 0.0732, 0.0623, 0.0868, 0.1143, 0.1253, 0.1004, 0.0917, 0.0746, -0.0610, -0.2331, -0.0016, -0.5119, 0.0037, 0.0824, 0.0693, 0.0822, 0.0829, 0.1129, 0.1215, 0.1000, 0.0898, 0.0606, -0.0598, -0.2236, 0.0037, -0.5238, 0.0173, 0.0861, 0.0645, 0.0514, 0.0870, 0.1128, 0.1243, 0.0980, 0.0900, 0.0705, -0.0623, -0.2305, -0.0091, -0.5173, 0.0161, 0.0969, 0.0690, 0.0833, 0.0845, 0.1117, 0.1239, 0.0981, 0.0926, 0.0701, -0.0640, -0.2321, -0.0013, -0.5329, 0.0088, 0.0976, 0.0676, 0.0690, 0.0872, 0.1140, 0.1081, 0.0945, 0.0886, 0.0672],
  "total_charge": 0,
  "smiles": "S[PH2](Cl)Br.CCOC(C)=O.CCOC(C)=O.CCOC(C)=O.CCOC(C)=O.CCOC(C)=O",
  "orbital_gap_ev": 10.0,
  "largest_force_ev_per_a": 0.38,
  "lumo_ev": 0.151,
  "homo_energy_ha": -0.361,
  "multiplicity": 1
}